Density functional theory data (ωB97M-V/def2-TZVPD) for a structure of composition C16H13CdCl4N2O2STe.

As for the HOMO energy: -3.81 eV. The value obtained for the LUMO energy is 2.2 eV. As for the net charge: -1.

Element x y z (Å)
Cd  0.516  -1.668  -1.284
Cl  3.714  -3.030  4.308
C  3.314  -3.003  2.619
C  4.310  -3.045  1.662
Cl  5.977  -3.154  2.136
C  3.965  -3.011  0.303
Cl  5.207  -3.033  -0.914
C  2.644  -2.960  -0.145
O  2.325  -2.880  -1.421
C  1.597  -2.973  0.863
O  0.342  -2.957  0.483
C  1.974  -2.945  2.209
Cl  0.700  -2.880  3.397
C  -2.290  -1.664  1.345
N  -2.368  -0.618  0.342
C  -2.720  0.746  0.722
C  -2.779  1.474  -0.625
N  -2.857  0.347  -1.555
C  -2.476  -0.814  -0.967
S  -2.224  -2.268  -1.815
H  -1.701  -1.298  2.183
H  -1.773  -2.527  0.937
H  -3.296  -1.941  1.679
H  -1.954  1.157  1.379
H  -3.682  0.748  1.245
H  -1.880  2.062  -0.795
H  -3.648  2.123  -0.714
H  -2.698  0.452  -2.541
Te  1.277  0.438  0.300
C  0.616  2.195  -0.677
C  0.583  2.318  -2.070
C  0.082  3.464  -2.678
C  -0.385  4.524  -1.908
C  -0.329  4.429  -0.523
C  0.165  3.278  0.084
H  0.950  1.505  -2.683
H  0.062  3.528  -3.760
H  -0.780  5.416  -2.381
H  -0.676  5.253  0.092
H  0.194  3.213  1.167